No. 1
Molecular formula: C42H138N6O24
Method: DFT, ωB97M-V/def2-TZVPD

Computed properties:
**Charge**: 0
**DFT total energy**: -3816.836383 Eh
**HOMO energy**: -9.07 eV

```
210
Properties=species:S:1:pos:R:3:forces:R:3:lowdin_charge:R:1
C 4.3811 -2.1520 6.7424 0.7 -0.2 0.2 -0.049
C 3.0284 -2.7311 6.3809 0.1 0.4 -1.9 -0.430
C 2.8742 -3.2135 4.8964 -0.2 0.1 0.5 -0.176
O 3.0224 -2.1486 3.9688 0.4 -0.2 -0.4 -0.237
C 2.7849 -2.5583 2.6105 -0.3 0.8 0.7 -0.058
N 2.6657 -3.8411 7.2314 -0.3 -0.4 0.5 0.043
H 5.2080 -2.8519 6.6222 -0.2 -0.4 -0.1 0.081
H 4.4119 -1.8811 7.7978 -0.2 0.2 0.1 0.076
H 4.6893 -1.2780 6.1685 -0.5 0.1 -0.1 0.073
H 2.2934 -1.9263 6.3720 -0.1 0.3 0.5 0.117
H 1.8386 -3.5497 4.8434 -0.3 -0.3 -0.1 0.107
H 3.5017 -4.0460 4.5783 0.3 -0.1 0.4 0.126
H 3.4668 -3.3304 2.2542 0.0 -0.3 0.3 0.086
H 2.9397 -1.6856 1.9759 0.1 0.1 0.1 0.076
H 1.7313 -2.8259 2.5314 0.1 -0.5 -0.2 0.071
H 2.8147 -3.6354 8.2089 0.6 0.2 0.1 0.072
H 1.6662 -3.9867 7.2301 -0.3 -0.1 -0.5 0.063
C -2.0696 -1.3018 -6.5361 -0.2 -0.1 -0.3 -0.053
C -3.5116 -0.7183 -6.5601 1.5 -0.8 0.1 -0.397
C -3.9684 -0.4416 -8.0050 0.3 -0.6 0.6 -0.194
O -5.3681 -0.4111 -8.1152 -1.2 -0.5 -0.4 -0.196
C -6.0941 0.6670 -7.5684 1.3 1.8 0.0 -0.097
N -4.3812 -1.7284 -5.9445 0.0 0.7 0.0 0.055
H -1.3549 -0.7045 -7.1023 0.0 0.2 0.1 0.066
H -2.0338 -2.3005 -6.9712 -0.3 -0.1 -0.5 0.073
H -1.6777 -1.4993 -5.5384 -0.2 0.6 0.2 0.072
H -3.4793 0.1846 -5.9502 -0.4 0.1 0.1 0.121
H -3.6658 -1.3208 -8.5737 -0.1 -0.1 -0.2 0.128
H -3.4381 0.3939 -8.4619 -0.2 0.5 0.1 0.121
H -7.1692 0.7111 -7.7423 0.1 -1.1 -0.2 0.092
H -5.7388 1.5805 -8.0451 0.1 0.3 -0.2 0.085
H -5.8873 0.8588 -6.5155 -0.1 -0.5 0.3 0.088
H -5.2997 -1.4909 -6.2910 -0.5 -0.3 0.2 0.079
H -4.1647 -2.6236 -6.3588 0.0 -0.2 -0.1 0.094
C 1.7573 7.2094 -0.2227 -0.1 0.2 1.2 -0.033
C 2.2368 5.7837 0.1430 0.7 2.1 -0.1 -0.398
C 2.1503 5.4862 1.6520 -0.3 -0.3 -0.5 -0.193
O 2.9491 6.4040 2.3730 0.1 0.5 -0.3 -0.178
C 3.1407 5.9903 3.7098 -0.3 0.3 0.0 -0.100
N 1.5815 4.8931 -0.7799 -0.6 -1.2 0.7 0.060
H 2.0927 7.5335 -1.2079 0.0 -0.2 0.0 0.072
H 2.0789 7.9352 0.5242 0.5 0.0 -0.1 0.072
H 0.6746 7.3069 -0.1425 -0.2 -0.4 -0.4 0.082
H 3.2962 5.7558 -0.1118 0.5 0.2 0.4 0.112
H 2.4985 4.4702 1.8381 0.3 -0.4 -0.1 0.104
H 1.1282 5.4848 2.0308 -0.3 0.3 0.0 0.118
H 3.8632 5.1742 3.7055 -0.3 -0.4 0.4 0.088
H 2.1737 5.7917 4.1720 -0.1 -0.8 0.0 0.088
H 3.5044 6.7816 4.3654 0.5 0.4 -0.6 0.085
H 1.8839 5.1911 -1.6964 -0.4 0.2 -0.4 0.035
H 2.0250 3.9883 -0.7101 0.2 -0.4 0.1 0.046
C -0.3752 -1.1223 4.9950 -0.5 -0.1 -0.5 -0.039
C -1.4631 -0.9700 6.0637 0.8 -0.1 -1.0 -0.415
C -2.8198 -1.4336 5.5796 -0.1 0.3 0.2 -0.213
O -3.2492 -0.5506 4.5807 -1.2 0.5 -0.2 -0.209
C -4.6663 -0.4937 4.4394 -0.5 0.1 -0.4 -0.068
N -1.0290 -1.6446 7.2835 -0.5 0.0 0.1 0.055
H 0.5726 -0.6899 5.3157 0.0 -0.2 0.0 0.066
H -0.6600 -0.6880 4.0367 -0.2 0.6 0.1 0.067
H -0.2787 -2.1649 4.6919 0.4 -0.4 0.5 0.076
H -1.5837 0.1030 6.2128 0.1 0.1 0.5 0.144
H -3.5215 -1.3384 6.4083 -0.1 -0.2 0.3 0.122
H -2.8472 -2.4603 5.2146 0.2 -0.2 0.0 0.097
H -5.2265 -0.1695 5.3165 0.5 0.1 0.5 0.100
H -5.1119 -1.4444 4.1467 0.3 -0.4 -0.1 0.080
H -4.9437 0.2336 3.6764 0.4 0.0 -0.1 0.074
H -1.8486 -1.7219 7.8687 -0.1 0.3 0.6 0.063
H -0.8598 -2.6211 7.0887 0.4 -0.3 -0.4 0.061
C -3.8835 -4.2479 1.7470 0.4 -0.1 0.6 -0.045
C -3.7744 -4.6769 3.2231 -0.4 0.5 -0.2 -0.446
C -5.1665 -4.8232 3.8895 0.7 -0.8 0.0 -0.161
O -5.1868 -5.2206 5.2872 0.2 0.4 -0.5 -0.181
C -4.6329 -4.3200 6.2365 0.3 0.5 -0.6 -0.110
N -2.9476 -5.8577 3.3511 0.0 -0.3 0.4 0.044
H -4.3771 -4.9437 1.0685 -0.4 -0.2 0.3 0.081
H -2.8606 -4.2071 1.3729 0.0 0.4 -0.1 0.050
H -4.3667 -3.2728 1.6842 0.1 0.0 -0.2 0.075
H -3.1966 -3.9033 3.7289 -0.2 0.4 0.1 0.108
H -5.5921 -5.6841 3.3739 -0.4 -0.1 0.1 0.125
H -5.7992 -3.9691 3.6482 0.0 0.3 0.5 0.116
H -4.8936 -3.2832 6.0240 -0.6 0.1 0.0 0.067
H -3.5438 -4.2766 6.2234 0.3 -0.5 -0.1 0.069
H -4.9262 -4.5683 7.2565 -0.3 -0.3 -0.3 0.093
H -3.1594 -6.2157 4.2715 0.3 -0.4 0.3 0.064
H -3.2239 -6.5917 2.7148 -0.2 -0.1 -0.3 0.071
C 0.1403 -4.8635 -2.9712 0.3 -0.7 -0.6 -0.050
C 0.1187 -5.7507 -1.7503 1.0 -0.9 1.0 -0.409
C 1.4367 -5.7128 -0.8931 -0.2 0.4 -1.5 -0.197
O 1.4327 -6.6720 0.1230 -0.8 -0.1 1.1 -0.188
C 2.5516 -6.6823 1.0177 -0.4 0.1 -0.8 -0.072
N -1.0766 -5.4261 -0.9774 -0.1 0.1 0.4 0.041
H -0.8128 -4.8566 -3.4999 -0.4 0.1 0.5 0.071
H 0.7606 -5.3385 -3.7312 0.7 0.5 0.1 0.083
H 0.4085 -3.8387 -2.7139 0.2 -0.1 -0.2 0.068
H -0.0032 -6.8083 -1.9844 0.4 -0.2 -0.7 0.133
H 1.5852 -4.6777 -0.5855 0.0 0.2 0.7 0.111
H 2.2762 -5.9414 -1.5496 0.1 0.1 -0.5 0.128
H 3.3672 -7.2191 0.5331 0.3 0.1 0.1 0.087
H 2.2845 -7.2003 1.9388 -0.2 0.0 -0.2 0.089
H 2.8603 -5.6692 1.2754 0.1 0.1 0.0 0.070
H -0.9672 -5.7995 -0.0453 0.0 -0.2 0.4 0.081
H -1.7380 -6.0480 -1.4201 -0.9 0.4 0.3 0.093
C -0.5442 3.1303 3.6376 0.1 -0.8 0.5 -0.176
O -1.2145 4.3497 3.4791 0.2 0.2 0.2 -0.117
H 0.1823 3.1350 4.4501 0.2 0.5 0.1 0.072
H -1.2425 2.3463 3.9308 -0.2 -0.2 -0.2 0.059
H -0.0119 2.8031 2.7444 -0.1 0.0 -0.2 0.069
H -1.1744 4.5414 2.5393 -0.1 0.3 -0.6 0.032
C -3.1984 0.0228 1.0444 -0.1 1.3 -0.2 -0.148
O -2.3215 -0.0018 2.1648 0.0 -0.4 -1.0 -0.135
H -4.1309 0.5324 1.2869 -0.1 0.1 0.1 0.076
H -2.7251 0.6419 0.2823 0.0 -0.1 -0.1 0.052
H -3.5023 -0.8950 0.5411 0.4 -0.7 0.4 0.066
H -2.8307 -0.0365 2.9779 0.1 -0.3 0.3 0.010
C -0.7178 5.8592 -3.4080 0.4 -1.5 0.5 -0.178
O -1.8097 6.7203 -3.5207 -0.2 0.5 -0.4 -0.095
H 0.0575 6.2084 -2.7260 -0.3 0.3 -0.1 0.066
H -1.1118 4.9145 -3.0335 0.4 -0.3 0.4 0.060
H -0.2924 5.5608 -4.3662 0.3 0.4 -0.4 0.074
H -2.4091 6.1670 -4.0268 -0.6 0.5 -0.1 0.075
C -3.0973 -2.2600 -2.7284 -0.1 -0.1 0.7 -0.162
O -4.3592 -1.8120 -3.1570 -0.3 -0.1 1.2 -0.140
H -2.6963 -3.0407 -3.3747 0.4 0.4 -0.4 0.069
H -2.4610 -1.3963 -2.5355 0.6 -0.1 -0.5 0.071
H -3.1500 -2.7634 -1.7630 -0.5 0.0 0.2 0.064
H -4.3788 -1.8157 -4.1168 0.0 0.1 -1.0 0.002
C 5.8134 -0.8396 -0.0355 1.2 -0.5 1.7 -0.152
O 6.4144 -1.4323 -1.1397 -0.2 -0.3 -2.3 -0.132
H 6.4021 0.0353 0.2404 -0.5 0.4 0.2 0.080
H 4.7512 -0.6137 -0.1297 0.2 -0.1 -0.5 0.082
H 5.9877 -1.6003 0.7254 -0.8 0.4 0.9 0.086
H 7.2597 -1.8091 -0.8847 -0.1 0.0 0.0 0.096
C -4.1948 3.1539 3.4036 -0.3 0.4 -0.1 -0.141
O -5.5110 2.7097 3.7647 0.2 -0.1 0.0 -0.133
H -3.6848 2.4373 2.7597 0.1 -0.2 0.1 0.057
H -4.2759 4.0932 2.8566 0.2 0.1 0.0 0.084
H -3.6106 3.3503 4.3026 -0.1 -0.2 -0.1 0.078
H -6.0972 2.9941 3.0597 -0.1 -0.1 0.0 0.072
C 6.1876 1.1203 -3.2329 1.0 0.2 0.4 -0.130
O 4.8512 1.5587 -3.2738 0.1 -0.5 0.1 -0.139
H 6.5524 1.2252 -2.2111 0.0 0.1 0.0 0.073
H 6.3578 0.0762 -3.4953 -0.4 -0.1 -0.1 0.083
H 6.8031 1.7343 -3.8904 0.2 0.1 0.0 0.084
H 4.5198 1.2359 -4.1150 -0.5 0.3 -0.5 0.030
C 0.7807 0.9043 -0.2083 -0.9 0.0 0.6 -0.117
O 0.2497 0.0707 -1.2151 0.1 0.6 -0.9 -0.125
H 1.2324 1.7856 -0.6636 0.7 -0.4 -0.2 0.065
H -0.0049 1.3649 0.3907 -0.4 -0.2 0.3 0.073
H 1.4121 0.3344 0.4733 0.5 0.3 -0.1 0.068
H -0.0250 -0.7986 -0.9141 -0.1 -0.3 0.3 0.042
C -0.5574 -2.5178 0.9501 -1.3 -0.7 0.7 -0.156
O -0.3684 -2.7519 -0.4115 1.3 1.4 -0.8 -0.148
H -0.4118 -3.4527 1.4914 0.2 -0.1 0.4 0.081
H 0.0669 -1.7494 1.4060 0.2 0.1 -0.5 0.073
H -1.5985 -2.2276 1.0913 0.0 0.2 0.4 0.058
H -0.7026 -3.6227 -0.6387 -0.6 -0.7 -0.2 0.006
C -1.7614 3.8229 -0.3140 1.2 0.0 -0.1 -0.134
O -0.8501 4.5031 0.5332 -1.3 0.5 1.5 -0.155
H -2.5990 4.4302 -0.6571 0.0 0.3 0.3 0.086
H -1.1707 3.5777 -1.1967 -0.4 -0.6 -0.3 0.056
H -2.1159 2.9536 0.2398 -0.2 -0.2 -0.4 0.069
H 0.0357 4.5384 0.1646 0.4 0.2 -1.0 0.005
C 4.2197 5.6059 -3.0447 0.3 -0.2 -1.4 -0.115
O 2.8114 5.6963 -3.2803 0.0 0.2 1.0 -0.148
H 4.5959 4.7487 -3.6032 0.2 -0.2 0.2 0.076
H 4.7339 6.4784 -3.4477 0.0 0.2 0.1 0.078
H 4.5172 5.4778 -2.0040 -0.8 0.0 0.0 0.073
H 2.5877 5.6580 -4.2131 0.4 0.0 0.0 0.086
C 2.6953 -1.7324 -2.2597 0.3 1.5 0.7 -0.191
O 3.9111 -2.2066 -2.7127 1.1 -1.3 -1.2 -0.115
H 2.4718 -2.1315 -1.2703 -0.7 -0.3 -0.1 0.073
H 2.8228 -0.6574 -2.1329 -0.6 0.4 0.1 0.068
H 1.9252 -1.8710 -3.0186 -0.1 -0.4 0.3 0.083
H 4.6518 -1.8205 -2.2397 0.1 0.0 0.2 0.034
C 1.5708 2.5594 -3.4899 0.8 -0.5 1.7 -0.103
O 0.2345 2.1449 -3.2810 -0.5 0.5 -1.3 -0.124
H 2.2460 1.7186 -3.6487 -0.1 -0.3 -0.3 0.063
H 1.7628 3.2837 -4.2816 -0.8 0.0 0.0 0.091
H 1.9007 2.9559 -2.5297 0.4 0.5 -0.3 0.047
H 0.1584 1.6559 -2.4583 0.1 -0.4 0.0 0.036
C 3.1207 -0.2466 -5.6158 -0.4 -1.2 0.0 -0.139
O 3.9502 0.8607 -5.8441 0.1 0.8 0.4 -0.117
H 2.0585 -0.1273 -5.8295 0.0 0.5 -0.5 0.080
H 3.4932 -1.1081 -6.1700 -0.1 -0.2 0.0 0.091
H 3.1203 -0.5084 -4.5577 0.5 0.2 0.0 0.054
H 4.0970 1.0378 -6.7762 -0.2 -0.2 0.0 0.100
C -3.2162 1.5739 -2.4630 -1.4 -0.7 -0.6 -0.127
O -4.4823 1.0464 -1.9362 1.4 0.8 0.0 -0.128
H -3.0596 1.1696 -3.4630 0.0 0.0 -0.2 0.058
H -3.3484 2.6483 -2.5906 0.2 -0.1 0.3 0.079
H -2.3203 1.3067 -1.9026 -0.2 0.1 0.5 0.050
H -4.5078 0.1097 -2.1448 0.0 -0.4 -0.3 0.026
C 2.8142 0.9973 3.4253 0.4 -1.3 0.0 -0.126
O 4.0678 0.3489 3.7492 -0.1 1.6 -0.7 -0.139
H 2.8926 2.0433 3.1288 0.6 0.1 0.7 0.067
H 2.3795 0.5499 2.5315 -0.2 -0.4 -0.1 0.045
H 2.1500 0.8218 4.2716 -0.3 0.5 -0.1 0.071
H 3.8649 -0.5700 3.9393 -0.3 -0.4 0.1 0.008
C 4.7521 2.9596 -0.0264 0.1 0.2 -0.3 -0.126
O 3.8952 2.9038 -1.1447 -0.6 0.3 0.5 -0.155
H 5.7568 3.1628 -0.3970 0.3 0.0 0.4 0.085
H 4.4414 3.7866 0.6120 0.0 0.0 0.0 0.067
H 4.7205 2.0346 0.5494 0.1 -0.1 0.1 0.068
H 4.3496 2.4660 -1.8681 -0.1 -0.3 -0.5 0.017
C -1.3994 2.3486 -6.4750 0.5 -1.4 0.9 -0.141
O -1.7401 2.7576 -5.1443 -0.6 0.4 -1.6 -0.127
H -2.2078 1.7959 -6.9537 -0.7 0.9 -0.1 0.048
H -0.9391 3.0911 -7.1267 -0.4 0.4 0.2 0.078
H -0.6976 1.5151 -6.4465 0.7 0.0 0.3 0.060
H -1.0533 2.5025 -4.5239 0.5 -0.2 0.3 0.014
```
Forces are in eV/Å.


No. 2
Molecular formula: C42H21GdN12O2S2
Method: DFT, ωB97M-V/def2-TZVPD

Computed properties:
**Charge**: -2
**Multiplicity**: 8
**DFT total energy**: -3982.682603 Eh
**HOMO energy (alpha / beta)**: -0.07 / -3.50 eV

```
80
Properties=species:S:1:pos:R:3:forces:R:3:lowdin_charge:R:1
Gd 0.5258 -0.6612 -0.0126 -1.6 -1.1 0.6 1.505
C -1.6018 5.5286 2.3004 0.1 0.1 0.1 -0.116
C -2.1758 5.6480 1.0293 -0.1 0.1 -0.1 -0.115
C -2.2467 4.5597 0.1760 0.0 -0.1 -0.1 -0.036
C -1.7322 3.3494 0.6189 0.1 -0.1 0.2 -0.117
C -1.5716 2.0481 -0.0161 -0.3 0.0 -0.5 -0.307
N -0.9767 1.1857 0.8466 0.6 -0.2 -0.2 0.061
C -0.6867 1.8515 1.9908 -0.1 0.0 0.4 -0.307
N -0.0481 1.3890 3.0635 0.4 0.3 0.4 0.167
C 0.3140 0.1257 3.1865 -0.3 0.4 0.3 -0.324
C 1.0755 -0.3852 4.3244 0.0 -0.2 -0.1 -0.105
C 1.7257 0.2356 5.3790 0.0 0.0 0.0 -0.027
C 2.4192 -0.5642 6.2748 0.0 0.1 0.0 -0.115
C 2.4651 -1.9526 6.1184 0.0 -0.1 0.0 -0.116
C 1.8115 -2.5763 5.0664 0.0 -0.1 0.0 -0.031
C 1.1102 -1.7806 4.1735 0.0 0.1 -0.1 -0.104
C 0.3545 -2.0694 2.9525 -0.2 -0.7 0.3 -0.307
N -0.0393 -3.2857 2.5923 0.4 -0.3 0.4 0.167
C -0.7021 -3.5030 1.4630 0.0 -0.3 0.4 -0.335
N -0.8287 -2.6562 0.4199 0.2 0.1 -0.4 -0.047
C -1.4745 -3.2924 -0.5918 -0.5 0.0 -0.1 -0.385
N -1.6873 -2.8259 -1.8112 0.1 -0.7 -0.4 0.162
C -1.5412 -1.5425 -2.1082 -0.2 0.0 -0.6 -0.336
N -1.5713 -0.5299 -1.2038 0.3 0.3 0.5 0.016
C -1.6985 0.6515 -1.8587 -0.3 0.1 -0.4 -0.332
N -1.8651 1.8385 -1.2983 0.0 0.7 -0.1 0.157
C -1.6417 0.4127 -3.3009 0.0 -0.1 0.3 -0.109
C -1.5784 1.2579 -4.3973 0.0 0.1 -0.1 -0.032
C -1.3518 0.6933 -5.6434 -0.1 0.3 0.0 -0.112
C -1.1822 -0.6850 -5.7919 0.0 -0.3 0.0 -0.108
C -1.2625 -1.5384 -4.7020 -0.1 0.0 -0.2 -0.024
C -1.5097 -0.9783 -3.4586 0.1 -0.1 0.4 -0.108
C -1.8707 -4.6287 -0.1508 0.1 0.2 0.1 -0.117
C -2.6077 -5.6388 -0.7439 0.0 0.0 -0.1 -0.025
C -2.8256 -6.8005 -0.0178 -0.1 0.0 -0.1 -0.114
C -2.3219 -6.9439 1.2765 0.1 0.0 0.1 -0.115
C -1.5937 -5.9261 1.8754 0.0 -0.1 0.2 -0.031
C -1.3698 -4.7677 1.1512 0.0 0.2 -0.1 -0.111
N -0.0280 -0.9075 2.3736 0.2 0.3 -0.9 0.020
C -1.1555 3.2288 1.8932 -0.1 0.0 -0.2 -0.111
C -1.0870 4.3226 2.7457 0.0 -0.1 0.1 -0.031
H -1.5477 6.4022 2.9404 0.0 0.0 0.0 0.084
H -2.5608 6.6096 0.7099 0.0 0.0 0.0 0.084
H -2.6702 4.6362 -0.8181 0.0 0.0 0.0 0.105
H 1.7008 1.3128 5.4842 0.0 0.0 0.0 0.105
H 2.9471 -0.1075 7.1041 0.0 0.0 0.0 0.085
H 3.0359 -2.5396 6.8285 0.0 0.0 0.0 0.085
H 1.8574 -3.6488 4.9253 0.0 0.0 0.0 0.105
H -1.6750 2.3298 -4.2729 0.0 0.0 0.0 0.102
H -1.2819 1.3318 -6.5161 0.0 0.0 0.0 0.086
H -0.9506 -1.0882 -6.7701 0.0 0.0 0.0 0.088
H -1.1058 -2.6050 -4.8023 0.0 0.0 0.0 0.110
H -2.9928 -5.5143 -1.7482 0.0 0.0 0.0 0.106
H -3.3912 -7.6156 -0.4541 0.0 0.0 0.0 0.085
H -2.5003 -7.8666 1.8162 0.0 0.0 0.0 0.085
H -1.2110 -6.0243 2.8840 0.0 0.0 0.0 0.104
H -0.6304 4.2225 3.7228 0.0 0.0 0.0 0.103
O 2.1405 0.5743 1.0297 0.0 0.6 -0.4 -0.281
N 2.1803 1.8092 0.7064 0.3 0.3 0.0 0.012
N 1.5954 2.1240 -0.3874 0.3 0.1 0.5 -0.210
O 0.9713 1.2866 -1.1704 0.4 0.1 0.1 -0.308
C 1.5950 3.5096 -0.7398 0.1 0.5 -0.2 -0.149
C 2.3950 4.4258 -0.0594 0.0 -0.2 0.1 -0.015
C 2.3460 5.7630 -0.4108 0.0 0.0 0.0 -0.095
C 1.5164 6.1889 -1.4398 0.0 0.1 0.0 -0.108
C 0.7438 5.2651 -2.1257 0.0 0.1 0.0 -0.081
C 0.7800 3.9231 -1.7838 0.0 -0.3 0.0 -0.002
H 3.0326 4.0747 0.7369 0.0 0.0 0.0 0.105
H 2.9615 6.4806 0.1176 0.0 0.0 0.0 0.095
H 1.4710 7.2408 -1.6965 0.0 0.0 0.0 0.091
H 0.0995 5.5994 -2.9296 0.0 -0.1 0.0 0.101
H 0.1743 3.1891 -2.2953 -0.1 0.0 0.0 0.103
S 1.4694 -3.5697 -1.0778 0.9 0.2 -1.1 0.781
C 2.3965 -3.3054 -2.5033 -1.3 -0.8 1.6 -0.744
C 2.4698 -4.3706 -3.4436 0.0 -0.8 -0.6 -0.300
N 2.5092 -5.2370 -4.2061 0.0 0.3 0.3 0.147
C 3.0179 -2.1102 -2.7983 0.2 2.0 0.9 -0.755
S 2.9194 -0.7031 -1.8126 0.3 -1.0 -1.0 0.707
C 3.7858 -1.9940 -3.9907 0.6 0.1 -0.7 -0.304
N 4.4382 -1.8851 -4.9375 -0.3 0.0 0.3 0.146
```
Forces are in eV/Å.


Question: Which of these has the highest charge?
Answer: C42H138N6O24